20
Properties=species:S:1:pos:R:3:forces:R:3 method="wB97M-V/def2-TZVPD" total_charge=0 energy_ev=-12891.187 e_above_lowest_ev=1.643
H -2.343 -0.503 -0.415 0.8 -0.3 0.2
N -2.325 0.308 0.174 -1.5 1.7 -0.8
C -1.364 0.659 0.906 1.5 -2.1 1.3
N -0.208 -0.129 1.063 -0.5 0.9 -0.1
N -1.439 1.746 1.774 0.6 0.0 -0.3
C -0.551 2.011 2.919 0.2 -0.1 -1.0
H -0.065 -0.873 0.413 0.0 -0.4 0.1
H 0.378 -0.048 1.868 0.1 0.0 -0.1
H -1.691 2.601 1.314 -0.5 0.0 -0.1
H 0.203 1.264 3.168 -0.7 -0.7 0.1
H -1.256 2.166 3.727 0.7 0.4 0.6
H 0.160 2.813 2.686 -0.7 0.6 0.3
C 1.946 -2.252 -2.568 -0.5 0.7 1.2
C 1.072 -1.036 -2.737 0.0 1.4 -0.3
O 1.258 -0.167 -3.547 -0.1 -0.4 -0.1
O 0.149 -0.934 -1.768 -0.2 -2.0 1.2
H 1.997 -2.846 -3.468 0.3 0.0 -0.1
H 1.610 -2.816 -1.700 -0.2 -0.3 -0.3
H 2.875 -1.787 -2.227 0.4 -0.4 -0.6
H -0.404 -0.175 -1.580 0.2 1.0 -1.0


20
Properties=species:S:1:pos:R:3:forces:R:3 method="wB97M-V/def2-TZVPD" smiles="[H]/N=C(/N)NC.CC(=O)O" total_charge=0 energy_ev=-12890.018 e_above_lowest_ev=2.812
H -0.879 0.610 -1.548 -0.3 -0.1 1.8
N -0.360 0.636 -0.639 -0.4 0.9 -2.3
C -0.887 0.717 0.503 1.5 -1.7 2.7
N -0.020 0.931 1.652 1.3 4.3 -4.9
N -2.152 0.204 0.894 0.3 0.8 -0.5
C -3.290 1.115 1.218 1.9 -0.3 1.5
H 0.981 1.323 1.530 -2.6 -1.0 -0.5
H -0.029 0.350 2.381 -0.9 -2.8 3.2
H -2.305 -0.570 0.282 -0.8 -0.1 -0.4
H -4.218 0.785 0.825 -0.6 -0.4 -0.8
H -3.044 2.140 0.865 -0.4 -0.6 0.6
H -3.396 0.989 2.324 -0.1 1.0 -0.7
C 2.456 -1.841 -1.579 -2.7 -4.4 -2.6
C 2.965 -0.615 -1.076 -1.9 0.9 2.2
O 4.105 -0.378 -1.021 3.6 0.8 -0.1
O 2.069 0.186 -0.475 6.7 0.5 2.6
H 1.478 -1.773 -2.166 1.4 0.6 -0.1
H 1.973 -2.606 -0.893 1.4 1.1 0.3
H 3.248 -2.361 -2.181 -1.0 0.4 0.5
H 1.304 0.157 -0.895 -6.4 0.0 -2.5


20
Properties=species:S:1:pos:R:3:forces:R:3 method="wB97M-V/def2-TZVPD" smiles="CN=C(N)N.CC(=O)O" total_charge=0 energy_ev=-12891.433 e_above_lowest_ev=1.397
C 1.824 -2.430 1.455 0.6 0.3 0.7
N 0.621 -1.661 1.631 -0.3 0.2 0.0
C 0.633 -0.502 2.143 0.1 -0.1 -0.4
N 1.741 0.201 2.704 -0.4 0.3 0.4
N -0.506 0.273 2.067 -0.1 0.0 0.0
H 1.951 -2.648 0.395 -0.1 -0.4 0.1
H 1.757 -3.330 2.070 -0.1 -0.3 -0.5
H 2.762 -1.953 1.798 -0.3 0.2 -0.2
H 2.378 0.507 1.988 0.2 0.1 -0.1
H 2.229 -0.328 3.412 0.1 -0.1 -0.2
H -0.663 0.984 2.759 0.2 0.0 0.1
H -1.324 -0.232 1.775 -0.1 -0.1 0.0
C -0.517 0.485 -1.509 0.9 -0.7 1.4
C -1.138 1.047 -2.740 -0.4 -0.9 0.3
O -0.734 0.911 -3.851 0.3 0.3 -0.2
O -2.254 1.794 -2.496 -0.4 0.4 -0.6
H 0.389 -0.122 -1.559 -0.1 0.1 -1.1
H -1.132 -0.122 -0.845 -0.7 0.1 -0.4
H -0.219 1.283 -0.857 0.0 0.8 0.3
H -2.912 1.388 -1.922 0.4 -0.1 0.3


20
Properties=species:S:1:pos:R:3:forces:R:3 method="wB97M-V/def2-TZVPD" total_charge=0 energy_ev=-12888.736 e_above_lowest_ev=4.094
H 3.164 0.214 -0.150 -1.2 0.4 1.2
N 2.169 0.031 0.092 -1.3 -0.6 0.5
C 1.602 0.474 1.168 2.4 -0.3 -1.6
N 2.354 1.440 1.971 -2.1 -0.3 -4.6
N 0.296 0.075 1.561 1.7 0.9 0.1
C -0.416 1.137 2.281 2.7 2.6 0.1
H 2.196 2.396 1.797 -0.3 0.9 -0.4
H 2.706 1.295 2.813 1.4 -1.4 4.5
H -0.196 -0.662 0.994 1.0 1.4 0.8
H -0.735 1.954 1.553 -0.5 -1.1 1.1
H 0.362 1.812 3.030 -2.1 -2.5 -2.1
H -1.105 0.670 2.919 -1.5 0.0 0.6
C -1.587 -2.102 -3.123 -1.7 -1.3 0.2
C -1.355 -0.674 -2.570 -3.0 2.2 1.7
O -1.887 0.349 -2.949 0.9 -1.0 -1.9
O -1.041 -0.634 -1.237 1.4 -2.2 1.3
H -0.959 -2.960 -3.098 2.2 0.3 0.5
H -2.111 -2.423 -4.071 0.4 2.1 0.5
H -2.275 -2.523 -2.372 -0.3 0.6 0.1
H -1.181 0.129 -0.607 -0.1 -0.4 -2.4


20
Properties=species:S:1:pos:R:3:forces:R:3 method="wB97M-V/def2-TZVPD" smiles="CN=C(N)N.CC(=O)O" total_charge=0 energy_ev=-12891.634 e_above_lowest_ev=1.196
C 0.296 -1.998 -1.017 -0.6 -0.1 -0.1
N -0.675 -1.028 -0.592 0.5 1.5 -0.8
C -1.650 -0.687 -1.335 -1.7 -1.9 2.5
N -2.271 -1.531 -2.278 0.5 0.6 -1.0
N -2.553 0.258 -0.843 0.5 0.4 -1.1
H 1.047 -1.509 -1.638 0.3 -0.1 0.1
H -0.138 -2.827 -1.593 0.0 -0.1 0.0
H 0.732 -2.412 -0.112 0.4 -0.1 -0.1
H -1.616 -1.936 -2.930 0.0 -0.2 -0.1
H -3.033 -1.093 -2.784 0.2 0.0 -0.1
H -2.437 0.531 0.113 0.0 -0.1 0.1
H -3.485 0.146 -1.190 -0.3 0.2 0.3
C 2.762 1.936 2.539 0.1 0.2 0.5
C 1.616 1.285 1.828 -1.5 0.9 -1.3
O 1.110 0.200 1.891 0.9 0.2 0.6
O 1.052 2.263 1.021 0.3 0.0 0.4
H 3.617 1.281 2.670 -0.1 -0.1 0.1
H 2.380 2.272 3.509 0.1 -0.4 0.1
H 3.046 2.877 2.071 0.1 -0.3 -0.4
H 0.199 1.973 0.669 0.2 -0.5 0.0


20
Properties=species:S:1:pos:R:3:forces:R:3 method="wB97M-V/def2-TZVPD" total_charge=0 energy_ev=-12889.687 e_above_lowest_ev=3.143
C 1.777 0.264 1.101 -0.3 -0.1 0.2
N 0.776 -0.749 0.806 0.0 -0.2 -0.4
C -0.660 -0.448 1.278 0.3 -0.1 -0.8
O -0.829 0.384 2.211 0.2 0.0 -0.6
H 1.092 -1.696 0.977 -0.1 0.2 0.5
H -1.119 -1.464 1.375 -0.1 0.2 -0.2
H 2.773 -0.183 1.113 -0.1 0.1 0.0
H 1.569 0.743 2.062 0.1 -0.1 0.0
H 1.739 1.047 0.341 0.2 0.1 -0.1
C -0.257 -0.490 -1.215 -0.5 0.3 -1.1
N 0.535 0.248 -1.991 -0.6 -0.8 0.8
N -1.209 1.577 -0.342 0.5 0.3 0.0
C -1.245 0.145 -0.333 -0.1 -0.7 1.3
O -0.392 -1.775 -1.599 0.3 0.7 0.6
H -0.965 -2.234 -0.968 0.0 0.1 0.0
H 0.411 1.250 -1.886 0.2 -0.1 -0.1
H 1.179 -0.213 -2.615 0.0 0.3 0.1
H -0.791 1.873 0.547 -0.3 0.0 0.0
H -2.136 1.985 -0.390 0.2 -0.1 0.0
H -2.249 -0.265 -0.471 0.2 -0.1 -0.2